Entry 1:
A gas-phase ion, C2H3N4 (charge -1) at a distorted geometry. Source: the Open Molecules 2025 dataset; level of theory: ωB97M-V/def2-TZVPD.

Element x y z (Å)
N (-2.137, 0.538, 0.341)
C (1.359, 0.029, 0.045)
N (-0.857, 0.962, 0.406)
C (-0.187, -0.022, -0.204)
H (1.856, -0.789, -0.595)
N (-2.183, -0.617, -0.289)
H (1.645, 1.148, -0.070)
N (-0.983, -0.968, -0.712)
H (1.487, -0.282, 1.078)

Calculated values
Calculated total energy (a.u.): -297.0427
Total charge: -1
HOMO level (eV): -4.330
Kohn-Sham gap (hartree): 0.3230
Lowest unoccupied orbital energy (eV): 4.5
Energy relative to the best compared isomer or geometry (same formula, charge and spin) (kJ/mol): 24.6

Entry 2:
A single C22H25N5O2S molecule at a distorted geometry. Source: the Open Molecules 2025 dataset; level of theory: ωB97M-V/def2-TZVPD.

Element x y z (Å)
C (3.001, -2.558, 0.047)
O (-0.966, 0.242, 4.022)
C (1.326, -3.473, -4.241)
C (0.650, -3.439, -5.440)
C (-1.657, 3.325, 7.533)
C (2.101, -2.501, -2.169)
C (-0.655, 1.412, 4.114)
H (2.638, -3.447, -2.119)
C (0.548, 1.978, 3.331)
H (0.352, 3.205, 6.768)
S (1.971, -0.469, 3.249)
H (-2.729, -1.977, -7.930)
C (-0.544, 3.807, 6.606)
H (-0.391, -0.235, -5.369)
H (1.291, 2.351, 4.038)
H (-0.640, -3.244, -7.646)
C (1.388, -2.343, -3.408)
C (-2.199, -1.934, -6.981)
H (-0.299, 4.849, 6.812)
C (1.142, 0.900, 2.508)
C (-2.047, 1.893, 7.172)
H (0.817, -0.290, -3.243)
H (-2.648, -2.655, -6.301)
H (-2.641, 0.781, 5.404)
C (2.216, -1.104, 1.640)
C (2.222, -1.807, -1.004)
C (-2.431, 1.811, 5.696)
N (1.640, -0.255, 0.738)
H (-2.328, -0.940, -6.561)
C (0.084, -1.154, -5.056)
H (0.219, 2.781, 2.670)
H (-0.569, -1.269, -9.110)
H (1.807, -4.388, -3.927)
C (-0.716, -2.250, -7.190)
C (-0.988, 3.665, 5.147)
H (-0.206, 4.014, 4.475)
H (0.979, -1.468, -8.284)
H (-1.205, 1.224, 7.358)
H (-3.313, 2.429, 5.500)
C (1.679, -0.502, -0.654)
C (0.014, -2.279, -5.872)
H (-2.887, 1.561, 7.784)
H (-0.156, -0.229, -7.746)
N (-1.338, 2.291, 4.869)
H (0.962, 1.232, -1.042)
C (0.757, -1.176, -3.853)
N (1.067, 0.854, 1.238)
N (2.873, -2.159, 1.361)
C (-0.074, -1.238, -8.142)
O (3.697, -3.507, -0.235)
H (-1.327, 3.375, 8.571)
H (-1.880, 4.281, 4.980)
N (1.306, 0.381, -1.476)
H (-2.527, 3.977, 7.424)
H (0.615, -4.326, -6.058)

Calculated values
Calculated total energy (a.u.): -1675.7928
HOMO level (eV): -8.430
Kohn-Sham gap (hartree): 0.2924
Lowest unoccupied orbital energy (eV): -0.5
Energy relative to the best compared isomer or geometry (same formula, charge and spin) (kJ/mol): 186.8

Entry 3:
A single C5H8O molecule. Source: the Open Molecules 2025 dataset; level of theory: ωB97M-V/def2-TZVPD.

Element x y z (Å)
H (0.176, 1.607, 0.876)
C (0.977, -0.114, -0.904)
C (-1.124, -0.137, 0.262)
H (0.640, -0.234, -1.950)
H (2.041, -0.358, -0.907)
H (-0.124, -1.979, -0.422)
H (-1.879, -0.323, -0.515)
C (0.640, 1.340, -0.712)
H (-1.252, 2.127, 0.076)
C (-0.574, 1.284, 0.088)
H (1.142, -0.525, 1.622)
O (0.806, -1.343, 1.227)
C (0.123, -1.012, 0.025)
H (-1.591, -0.334, 1.233)

Calculated values
Calculated total energy (a.u.): -270.4224
HOMO level (eV): -8.570
Kohn-Sham gap (hartree): 0.3436
Lowest unoccupied orbital energy (eV): 0.8
Energy relative to the best compared isomer or geometry (same formula, charge and spin) (kJ/mol): 355.8

Entry 4:
A molecular structure, C20H25CrN7O6 at a distorted geometry. Source: the Open Molecules 2025 dataset; level of theory: ωB97M-V/def2-TZVPD.

Element x y z (Å)
C (-14.784, 16.101, -32.882)
H (-12.575, 16.617, -33.197)
C (-19.546, 11.825, -32.307)
C (-15.941, 12.151, -26.985)
H (-17.394, 12.784, -28.399)
N (-14.448, 13.942, -33.343)
H (-15.986, 14.585, -24.794)
H (-17.335, 19.856, -27.940)
N (-16.613, 19.537, -28.571)
C (-15.409, 18.107, -29.882)
C (-16.046, 20.299, -29.586)
C (-15.424, 19.392, -30.496)
C (-13.364, 15.896, -33.044)
N (-15.677, 11.372, -34.306)
H (-22.619, 11.488, -33.296)
C (-15.361, 12.821, -25.887)
H (-12.333, 13.959, -33.491)
C (-13.975, 10.685, -32.913)
H (-16.530, 17.444, -28.001)
N (-12.233, 12.092, -26.960)
C (-13.224, 14.555, -33.355)
H (-14.685, 12.318, -25.211)
C (-14.477, 11.211, -35.026)
O (-15.252, 14.542, -29.700)
H (-12.363, 10.571, -34.382)
O (-12.565, 12.674, -28.012)
C (-13.407, 10.778, -34.196)
Cr (-13.189, 14.377, -29.200)
H (-13.588, 10.524, -31.918)
O (-12.583, 10.931, -26.723)
C (-16.087, 13.938, -25.653)
C (-21.591, 11.801, -33.189)
H (-16.182, 11.129, -32.364)
C (-15.320, 11.064, -33.012)
H (-16.413, 14.537, -33.092)
H (-21.109, 10.377, -31.756)
C (-19.671, 13.003, -33.108)
C (-16.170, 18.200, -28.683)
H (-14.501, 11.417, -36.086)
O (-11.560, 12.732, -26.199)
H (-16.629, 11.390, -34.644)
H (-15.240, 17.064, -32.705)
H (-18.879, 13.704, -33.324)
H (-14.925, 17.184, -30.168)
N (-16.847, 12.965, -27.569)
H (-18.677, 11.528, -31.740)
H (-17.680, 14.753, -27.151)
H (-14.646, 12.964, -33.493)
C (-20.924, 12.941, -33.679)
C (-16.926, 14.055, -26.816)
C (-15.393, 14.892, -33.059)
H (-15.059, 19.538, -31.502)
N (-20.786, 11.174, -32.286)
H (-16.173, 21.372, -29.571)
O (-14.325, 12.906, -30.324)
N (-15.386, 13.483, -30.226)
H (-15.577, 11.180, -27.285)
H (-21.291, 13.570, -34.477)
O (-16.465, 13.164, -30.688)

Calculated values
Calculated total energy (a.u.): -2655.9035
HOMO level (alpha / beta) (eV): -7.799 / -7.798
2S+1: 5
Kohn-Sham gap (alpha / beta) (hartree): 0.1927 / 0.2135
Lowest unoccupied orbital energy (alpha / beta) (eV): -2.6 / -2.0

Entry 5:
A single C20H25N5O3 molecule at a distorted geometry. Source: the Open Molecules 2025 dataset; level of theory: ωB97M-V/def2-TZVPD.

Element x y z (Å)
H (-5.307, -0.903, 0.389)
C (-3.667, 3.314, -1.143)
C (-3.734, 2.166, -1.915)
O (1.953, -2.796, -0.016)
H (5.187, 1.743, -1.622)
H (-4.628, -2.897, -0.402)
H (-4.007, 0.045, -1.919)
H (-3.699, -3.372, 1.035)
H (-3.487, 4.271, -1.609)
C (-2.025, -1.121, 0.463)
C (-2.590, -3.493, -0.822)
C (4.315, -0.704, -0.879)
C (0.155, -1.328, 0.459)
C (-3.829, 3.228, 0.229)
H (-3.775, 4.120, 0.836)
H (-3.609, 2.228, -2.986)
C (2.018, 0.640, 1.031)
H (-2.841, -4.539, -0.991)
C (-4.050, 2.000, 0.827)
N (-1.580, 0.075, 0.832)
H (-1.161, -4.029, 0.722)
C (-1.219, -3.381, -0.162)
C (1.515, -1.713, 0.332)
N (0.672, 0.920, 1.108)
C (7.078, 1.690, -0.570)
N (2.373, -0.651, 0.669)
H (-4.162, 1.936, 1.900)
H (7.658, 1.388, -1.437)
C (-0.236, -0.050, 0.825)
H (-4.334, -0.398, 1.791)
H (-0.411, -3.666, -0.839)
N (-1.031, -2.011, 0.230)
C (-4.114, 0.847, 0.061)
H (1.002, 2.959, 1.196)
H (-0.706, 2.450, 0.956)
N (-3.322, -1.443, 0.269)
C (5.631, 1.258, -0.737)
H (3.960, -1.955, 0.866)
C (-4.337, -0.501, 0.698)
O (2.852, 1.490, 1.270)
H (4.321, -0.247, 1.239)
C (-3.960, 0.941, -1.316)
H (-2.573, -2.977, -1.783)
C (-3.645, -2.840, 0.073)
C (3.797, -0.922, 0.560)
O (5.601, -0.149, -0.915)
H (7.505, 1.219, 0.311)
H (5.039, 1.553, 0.138)
H (0.061, 2.305, 2.554)
H (3.606, -0.058, -1.421)
H (7.131, 2.770, -0.460)
H (4.379, -1.661, -1.401)
C (0.228, 2.247, 1.477)

Calculated values
Calculated total energy (a.u.): -1276.6893
HOMO level (eV): -7.663
Kohn-Sham gap (hartree): 0.3007
Lowest unoccupied orbital energy (eV): 0.5
Energy relative to the best compared isomer or geometry (same formula, charge and spin) (kJ/mol): 105.5

Entry 6:
A single C5H8O2 molecule. Source: the Open Molecules 2025 dataset; level of theory: ωB97M-V/def2-TZVPD.

Element x y z (Å)
C (-0.494, -1.544, 0.691)
H (-0.566, 0.217, -1.969)
C (1.272, -0.070, -0.255)
C (-0.190, -0.312, -0.156)
H (-1.926, 0.843, 0.416)
H (0.351, 2.250, -0.447)
H (0.123, -1.594, 1.590)
H (-1.550, -1.545, 0.975)
C (2.443, 0.186, -0.364)
O (-0.721, -0.581, -1.443)
H (-0.301, -2.441, 0.094)
H (3.492, 0.364, -0.471)
O (-0.599, 2.063, -0.474)
H (-0.493, 1.188, 1.417)
C (-0.840, 0.975, 0.395)

Calculated values
Calculated total energy (a.u.): -345.7227
HOMO level (eV): -10.295
Kohn-Sham gap (hartree): 0.4098
Lowest unoccupied orbital energy (eV): 0.9
Energy relative to the best compared isomer or geometry (same formula, charge and spin) (kJ/mol): 216.0